# 1
{"formula": "C30H45BrO2P2Re", "method": "the ωB97M-V functional and the def2-TZVPD basis", "elements": ["Re", "C", "C", "C", "C", "C", "C", "H", "H", "H", "C", "H", "H", "H", "C", "H", "H", "H", "C", "H", "H", "H", "C", "H", "H", "H", "C", "C", "C", "C", "C", "C", "C", "C", "H", "H", "H", "H", "H", "H", "H", "H", "H", "H", "H", "H", "P", "C", "C", "P", "C", "C", "C", "H", "H", "H", "H", "H", "H", "H", "H", "H", "H", "H", "H", "H", "H", "Br", "C", "C", "C", "C", "C", "C", "C", "O", "O", "H", "H", "H", "H"], "coordinates": [[-0.532400, 0.897405, 0.036254], [1.308867, 1.407941, 1.140840], [1.170929, 2.112104, -0.107390], [-0.621751, 2.675089, 1.288844], [0.220672, 1.767497, 1.984873], [-0.021144, 2.937402, 0.006804], [2.441094, 0.556331, 1.608878], [3.134633, 0.315431, 0.797253], [2.069680, -0.382509, 2.043076], [2.987139, 1.061708, 2.421775], [0.104024, 1.380681, 3.412364], [0.953873, 1.751954, 4.009393], [0.095538, 0.288254, 3.503233], [-0.820980, 1.763950, 3.859780], [-1.742753, 3.452919, 1.910088], [-1.389553, 3.970095, 2.817375], [-2.566944, 2.789284, 2.212898], [-2.130974, 4.226081, 1.234082], [-0.312581, 4.176420, -0.784920], [0.015768, 5.080447, -0.236076], [-1.392210, 4.295914, -0.966036], [0.214264, 4.167406, -1.744914], [2.221561, 2.282466, -1.169287], [2.674782, 3.286573, -1.085666], [1.790994, 2.185710, -2.175907], [3.013260, 1.529763, -1.064530], [2.861971, -3.404943, -0.484485], [2.873686, -3.498337, -1.817311], [3.978085, -3.397741, -2.798635], [4.544114, -1.967733, -3.093057], [3.558128, -0.824063, -3.343916], [2.291374, -0.928193, -3.678018], [1.172720, -1.507143, -0.395051], [1.703593, -2.808779, 0.273151], [3.687040, -3.805561, -3.782356], [5.184881, -2.083434, -3.988850], [4.829575, -4.004682, -2.435611], [0.895705, -3.504426, 0.545267], [3.700879, -3.751704, 0.120087], [1.917929, -3.668370, -2.296468], [2.128095, -2.486247, 1.240253], [2.005920, -1.026629, -0.928172], [1.555119, -0.116612, -3.893568], [0.875427, -0.857886, 0.482449], [5.205975, -1.669737, -2.261085], [4.024216, 0.187553, -3.284604], [-0.356682, -1.254702, -1.445479], [-1.449146, -2.566556, -0.807297], [-0.060917, -2.368557, -2.978387], [-1.857915, 1.294051, -1.626713], [-1.242554, -0.118315, -2.608360], [-1.885382, 2.577901, -2.928808], [-3.638521, 0.962548, -1.504925], [-1.881374, -2.327115, 0.187164], [-0.822683, -3.459182, -0.712334], [-2.272402, -2.755531, -1.504134], [-0.890139, -3.095374, -3.049052], [0.848625, -2.962513, -2.925136], [0.035721, -1.824460, -3.916581], [-3.970502, 0.540013, -2.458675], [-4.151621, 1.911072, -1.315752], [-3.849213, 0.268622, -0.685861], [-2.117073, -0.590413, -3.097543], [-0.558281, 0.265297, -3.390795], [-2.549865, 3.395651, -2.619533], [-2.292482, 2.106758, -3.836360], [-0.883364, 2.973150, -3.141311], [-0.228809, -2.461029, 3.795257], [-1.715396, -1.314518, 4.272163], [-1.926756, -0.981299, 5.612338], [-2.892398, -0.017510, 5.937183], [-3.663901, 0.579917, 4.935517], [-3.474712, 0.227391, 3.599980], [-2.499120, -0.708857, 3.268108], [-2.311033, -1.181539, 1.869837], [-2.436949, -2.413834, 1.693660], [-2.071073, -0.341641, 0.911421], [-1.311335, -1.448510, 6.383768], [-3.013183, 0.274656, 6.980201], [-4.430105, 1.311687, 5.183132], [-4.059681, 0.651092, 2.790202]], "forces_ev_per_angstrom": [[-1.8, -3.8, 4.6], [1.1, 1.3, 0.5], [1.2, 1.8, 0.6], [0.1, 1.1, 0.2], [0.6, -0.1, 0.4], [1.5, 1.5, 0.0], [0.1, -0.4, 0.1], [-0.1, 0.1, 0.2], [0.1, 0.2, 0.0], [-0.2, 0.0, -0.4], [-0.3, -0.5, 0.5], [-0.2, 0.0, -0.4], [0.1, 0.3, 0.2], [0.2, -0.2, -0.1], [-0.5, -0.1, -0.1], [0.0, -0.3, -0.3], [0.2, 0.2, -0.1], [0.1, -0.3, 0.1], [-0.3, 0.2, -0.3], [0.0, -0.6, -0.1], [0.5, 0.0, 0.0], [-0.2, 0.1, 0.2], [0.0, -0.1, -0.2], [-0.2, -0.4, 0.0], [0.2, 0.1, 0.2], [-0.2, 0.2, -0.1], [0.3, -0.3, -0.4], [-0.5, 0.0, -0.1], [1.3, -0.6, -0.5], [-0.1, -0.1, 0.4], [0.4, -0.5, -0.1], [0.2, 1.6, 0.1], [0.2, 2.4, 0.9], [-0.8, -1.0, 0.2], [-0.1, -0.1, 0.5], [-0.2, 0.3, 0.4], [-0.1, 0.3, -0.3], [0.2, 0.1, -0.1], [0.3, 0.9, -0.1], [0.1, 0.7, 0.3], [-0.4, 0.1, -0.3], [-0.3, 0.1, 0.2], [0.6, -0.9, 0.0], [0.6, -0.4, -0.3], [-0.2, 0.0, -0.3], [-0.4, -0.6, -0.1], [-0.5, -6.7, -3.8], [-0.8, 0.7, 0.9], [0.4, -0.5, -0.5], [-3.4, 1.1, -3.7], [-0.1, 1.8, -0.1], [0.2, 0.3, 0.2], [0.0, 0.0, 0.3], [0.4, -0.7, -1.1], [-0.1, 0.2, -0.2], [0.2, 0.1, 0.0], [0.3, 0.6, 0.1], [-0.5, 0.4, 0.1], [-0.2, 0.1, 0.2], [-0.1, 0.2, 0.1], [-0.1, -0.2, 0.0], [0.0, 0.1, -0.2], [0.7, -0.6, 0.4], [-0.2, -0.3, 0.5], [0.2, -0.2, -0.2], [0.1, 0.2, 0.3], [-0.4, -0.1, 0.0], [-0.5, 0.4, 0.4], [-0.4, 0.4, 0.1], [0.3, 0.0, -0.4], [0.1, -0.1, -0.3], [0.0, 0.0, 0.0], [0.5, -0.2, 0.2], [0.6, -0.2, 0.4], [-0.7, -3.1, 0.9], [-0.1, 2.6, 0.7], [1.1, 1.7, -1.2], [-0.2, 0.2, -0.2], [-0.1, -0.1, -0.3], [0.2, -0.2, 0.1], [-0.1, 0.1, 0.2]], "multiplicity": 4, "total_charge": 2, "lumo_energy_ev": [-8.29, -8.04], "homo_lumo_gap_ev": [5.5, 5.8], "e_homo_ev": [-13.8, -13.8], "de_lowest_ev": 4.8128, "fmax_ha_per_bohr": 0.1500, "s_squared": 3.782, "energy_ha": -4654.76180}

---

# 2
{"formula": "C5H5NO", "method": "the ωB97M-V functional and the def2-TZVPD basis", "elements": ["C", "C", "C", "C", "C", "H", "H", "H", "H", "H", "N", "O"], "coordinates": [[-0.194187, 0.337554, -0.185491], [0.576713, -0.729426, -0.392512], [1.946568, -0.857310, -0.002502], [-1.629175, 0.116968, 0.000705], [-2.790756, -0.459089, 0.027058], [-0.651581, 2.359061, -0.284222], [1.134040, 1.763982, -0.001815], [-0.088121, -1.623250, 0.153537], [2.688140, -1.785617, 0.794427], [-3.758232, -1.018657, -0.103819], [0.223358, 1.660327, 0.077471], [2.543228, 0.235458, -0.082838]], "forces_ev_per_angstrom": [[-0.6, 3.7, 1.2], [-2.5, -6.5, 3.3], [3.7, 2.9, 2.2], [-6.4, -3.9, -0.4], [5.5, 2.6, -0.6], [4.1, -2.0, 1.5], [5.3, 1.5, -1.0], [1.7, 1.5, -2.5], [-2.9, 2.0, -2.8], [1.6, 1.2, 0.5], [-9.9, -0.9, -1.5], [0.5, -2.0, 0.1]], "multiplicity": 1, "lumo_energy_ev": -0.24, "homo_lumo_gap_ev": 8.9, "e_homo_ev": -9.1, "de_lowest_ev": 6.2471, "fmax_ha_per_bohr": 0.1961, "energy_ha": -323.29011}

---

# 3
{"formula": "C38H49HgN12PSSe", "method": "the ωB97M-V functional and the def2-TZVPD basis", "elements": ["Hg", "N", "C", "C", "C", "C", "C", "C", "P", "C", "C", "C", "C", "C", "C", "C", "C", "C", "C", "C", "C", "H", "H", "H", "H", "H", "H", "H", "H", "H", "H", "H", "H", "H", "H", "H", "H", "N", "C", "C", "N", "C", "C", "N", "C", "C", "N", "H", "H", "H", "H", "H", "H", "Se", "N", "C", "C", "C", "C", "N", "C", "N", "H", "H", "H", "N", "N", "H", "H", "H", "H", "C", "C", "C", "C", "N", "C", "S", "N", "C", "C", "C", "C", "H", "H", "H", "H", "H", "H", "H", "H", "H", "H", "H", "H", "H", "H", "H", "H", "H", "H", "H", "H"], "coordinates": [[-0.474555, -1.020702, -0.199750], [-2.182001, -3.040703, 2.396573], [-1.723371, -2.619493, 3.614183], [-2.121919, -3.317248, 4.761034], [-1.786253, -2.880470, 6.020484], [-1.019802, -1.733159, 6.182798], [-0.603149, -1.038053, 5.069682], [-0.947155, -1.461097, 3.781751], [-0.381871, -0.402457, 2.414800], [1.307282, -0.015990, 2.990986], [2.177610, -1.099388, 3.102296], [3.455950, -0.916811, 3.593053], [3.882713, 0.346282, 3.972906], [3.029880, 1.427799, 3.842417], [1.744604, 1.249848, 3.361254], [-1.288099, 1.150488, 2.682242], [-0.870995, 2.285796, 1.987673], [-1.518835, 3.491704, 2.171785], [-2.614549, 3.567191, 3.018225], [-3.061374, 2.430930, 3.674573], [-2.397859, 1.226446, 3.516306], [-2.506241, -3.995169, 2.365157], [-1.683400, -2.732470, 1.571022], [-2.707819, -4.215488, 4.630475], [-2.117661, -3.436920, 6.882286], [-0.751258, -1.390991, 7.169690], [-0.001473, -0.147692, 5.186783], [1.830945, -2.085863, 2.823583], [4.121133, -1.761359, 3.691526], [4.873095, 0.484420, 4.378334], [3.356443, 2.414321, 4.134339], [1.082786, 2.099945, 3.303684], [-0.028088, 2.216332, 1.312094], [-1.167052, 4.375829, 1.657955], [-3.125137, 4.507971, 3.159208], [-3.929108, 2.482154, 4.315585], [-2.729019, 0.348505, 4.052825], [3.515693, -3.062608, -0.471348], [4.168650, -1.875362, -0.322238], [3.216349, -0.965860, 0.039593], [2.003416, -1.572228, 0.111507], [2.204740, -2.841789, -0.201952], [1.187006, -3.848023, -0.243733], [-0.050752, -3.676744, 0.182377], [-0.683936, -4.861897, -0.014359], [0.181326, -5.766716, -0.559286], [1.369035, -5.116176, -0.697983], [3.940306, -3.942416, -0.717809], [5.218073, -1.779866, -0.508785], [3.334862, 0.075534, 0.272701], [-1.720317, -4.982922, 0.230049], [0.064936, -6.795076, -0.826642], [2.190936, -5.505892, -1.130053], [1.754029, -2.080641, -3.672159], [0.622912, -3.282989, -4.354354], [-0.517922, -3.223289, -3.669027], [-1.674506, -3.984604, -3.865024], [-2.722585, -3.824476, -2.966721], [-2.623245, -2.949225, -1.901003], [-1.533428, -2.184797, -1.701813], [-0.529575, -2.294911, -2.576073], [0.567120, -1.558070, -2.402738], [-1.732410, -4.683403, -4.684890], [-3.617109, -4.417154, -3.090060], [-3.405847, -2.838450, -1.162245], [-4.173410, -1.675348, 0.807451], [-3.235405, -0.648966, 0.457005], [-5.113340, -1.305232, 0.964014], [-3.848893, -2.108114, 1.671626], [-3.333984, 0.186328, 1.042404], [-3.442429, -0.366251, -0.501533], [3.244915, 0.946635, -4.241694], [3.852935, 2.313333, -3.964594], [2.893219, 3.262400, -3.249341], [2.436120, 2.756973, -1.870835], [1.202113, 1.990501, -1.891522], [-0.008239, 2.406236, -1.532478], [-1.231494, 1.290039, -1.128765], [-0.371547, 3.692137, -1.393978], [-0.023846, 4.830803, -2.228186], [-0.603807, 4.747810, -3.644174], [-2.118202, 4.940313, -3.745474], [-2.954081, 3.733032, -3.328980], [3.908251, 0.362844, -4.874542], [2.290325, 1.041958, -4.755048], [3.093292, 0.387001, -3.318568], [4.142479, 2.778587, -4.908331], [4.760642, 2.193210, -3.369551], [2.016668, 3.423996, -3.877329], [3.394817, 4.224104, -3.125083], [2.292768, 3.591554, -1.180644], [3.206878, 2.104809, -1.452475], [1.293812, 0.988468, -2.028549], [-1.322355, 3.742928, -1.044845], [1.058088, 4.925629, -2.289057], [-0.416434, 5.715504, -1.723076], [-0.333197, 3.787058, -4.085371], [-0.118630, 5.531970, -4.227946], [-2.345051, 5.157464, -4.790277], [-2.410071, 5.814620, -3.159717], [-2.579391, 2.820004, -3.787348], [-3.981176, 3.870940, -3.657972], [-2.974496, 3.590335, -2.250970]], "forces_ev_per_angstrom": [[0.1, 1.0, 1.7], [-0.1, -0.2, -0.4], [0.2, 0.4, 0.6], [0.0, -0.1, 0.0], [0.0, 0.0, -0.1], [0.1, 0.2, 0.1], [-0.1, -0.2, 0.1], [0.0, 0.0, -0.3], [0.1, 0.0, -0.1], [0.0, -0.1, -0.1], [-0.1, 0.1, 0.1], [0.0, -0.1, 0.0], [0.0, 0.0, 0.0], [0.2, 0.0, 0.1], [-0.1, 0.0, -0.1], [0.0, -0.1, -0.2], [0.0, -0.1, 0.0], [0.0, 0.1, 0.0], [-0.1, 0.0, 0.0], [-0.1, 0.1, 0.0], [0.1, -0.1, 0.0], [0.1, 0.1, -0.1], [0.0, -0.2, 0.1], [-0.1, -0.1, 0.0], [0.0, -0.1, 0.1], [0.0, 0.0, 0.1], [0.0, 0.0, 0.0], [0.0, -0.1, 0.0], [0.1, -0.1, 0.0], [0.1, 0.0, 0.0], [0.0, 0.1, 0.1], [0.0, 0.0, 0.0], [0.0, 0.1, 0.0], [0.0, 0.1, 0.0], [0.0, 0.1, 0.0], [0.0, 0.0, 0.1], [-0.1, 0.0, 0.0], [-0.3, -0.2, 0.1], [0.2, 0.4, -0.1], [0.3, 0.0, -0.1], [-0.2, -0.8, -0.1], [0.5, 0.8, 0.2], [-0.6, -0.5, 0.1], [0.8, 0.1, 0.2], [0.1, -0.3, -0.2], [-0.4, -0.2, 0.1], [0.2, 0.3, 0.0], [0.0, 0.2, 0.0], [0.2, 0.0, 0.0], [0.1, 0.1, 0.0], [-0.2, -0.1, 0.0], [-0.1, -0.2, -0.1], [-0.1, 0.1, 0.0], [-0.1, -0.1, 0.0], [-0.1, -0.5, -0.5], [0.3, -0.1, -0.1], [0.0, -0.1, 0.0], [-0.1, -0.1, 0.0], [-0.2, 0.1, 0.2], [-0.4, -0.4, -0.7], [0.7, 0.3, -0.4], [-0.1, 0.1, -0.1], [0.0, -0.1, -0.1], [-0.1, 0.1, 0.1], [-0.1, -0.1, 0.0], [-0.4, 0.1, 0.2], [-0.4, 0.3, 0.0], [0.3, 0.0, -0.1], [0.0, 0.1, -0.3], [-0.1, -0.2, -0.2], [0.1, -0.1, 0.2], [0.2, 0.3, 0.0], [-0.2, 0.0, 0.0], [0.3, -0.1, 0.1], [0.1, 0.4, -0.2], [0.0, -0.1, -0.1], [-0.3, -0.5, 0.3], [-0.3, -0.1, -0.2], [-0.2, 0.1, 0.3], [0.3, 0.1, -0.5], [-0.1, 0.2, 0.2], [0.1, -0.2, -0.1], [0.0, 0.2, -0.1], [0.0, -0.2, 0.0], [-0.1, -0.1, 0.0], [0.0, -0.1, 0.1], [0.1, 0.0, 0.0], [0.1, 0.1, 0.0], [-0.1, 0.1, 0.0], [-0.1, 0.1, 0.0], [0.1, -0.1, 0.0], [0.0, 0.1, 0.1], [-0.3, 0.1, 0.0], [0.2, -0.1, 0.0], [0.0, 0.1, 0.1], [0.1, 0.0, 0.0], [0.1, -0.1, -0.1], [0.1, 0.0, -0.1], [0.0, 0.1, 0.0], [0.0, 0.1, -0.1], [0.0, -0.1, 0.0], [-0.1, 0.0, 0.0], [-0.1, -0.1, 0.1]], "multiplicity": 2, "total_charge": 1, "lumo_energy_ev": [-1.81, -2.12], "homo_lumo_gap_ev": [6.0, 8.2], "e_homo_ev": [-7.8, -10.3], "de_lowest_ev": 0.2867, "fmax_ha_per_bohr": 0.0376, "s_squared": 0.782, "energy_ha": -5428.71164}